[1]
{"formula": "C48H68BrInO6Te", "method": "ωB97M-V with the def2-TZVPD basis set", "charge": 0, "max_force_ev_per_a": 3.51, "e_above_lowest_ev": 0.0000, "lumo_ha": -0.0061, "homo_energy_ev": -7.596, "orbital_gap_ha": 0.273, "symbols": ["In", "C", "O", "C", "C", "C", "C", "C", "C", "C", "C", "C", "C", "C", "C", "C", "C", "C", "C", "C", "C", "C", "C", "C", "C", "C", "C", "C", "C", "C", "C", "C", "C", "O", "C", "C", "C", "C", "C", "O", "C", "C", "C", "C", "C", "C", "O", "C", "C", "C", "C", "H", "H", "H", "H", "H", "H", "H", "H", "H", "H", "H", "H", "H", "H", "H", "H", "H", "H", "H", "H", "H", "H", "H", "H", "H", "H", "H", "H", "H", "H", "H", "H", "H", "H", "H", "H", "H", "H", "H", "H", "H", "H", "H", "H", "H", "H", "H", "H", "H", "H", "H", "H", "H", "H", "H", "H", "H", "H", "O", "H", "H", "O", "H", "H", "Br", "C", "Te", "C", "H", "H", "H", "H", "H", "H"], "coordinates": [[2.041, 0.635, -1.923], [-0.103, 0.119, -4.831], [0.206, -0.210, -3.413], [-0.900, -0.627, -2.681], [-0.907, -1.937, -2.204], [0.256, -2.819, -2.457], [1.082, -3.150, -1.227], [1.320, -4.493, -0.862], [2.129, -4.868, 0.206], [2.689, -3.820, 0.954], [2.512, -2.452, 0.605], [3.259, -1.454, 1.426], [2.312, -0.328, 1.859], [1.454, -0.553, 2.932], [0.661, 0.452, 3.474], [0.614, 1.679, 2.819], [1.462, 1.932, 1.727], [1.305, 3.238, 0.919], [-0.040, 3.346, 0.254], [-1.015, 4.278, 0.649], [-2.251, 4.422, 0.044], [-2.508, 3.507, -0.994], [-1.529, 2.611, -1.462], [-1.828, 1.777, -2.688], [-1.890, 0.250, -2.385], [-3.014, -0.177, -1.661], [-3.025, -1.481, -1.123], [-1.974, -2.340, -1.405], [-4.100, -1.918, -0.148], [-3.688, -1.660, 1.355], [-4.539, -3.378, -0.305], [-5.395, -1.077, -0.384], [-0.239, 2.643, -0.937], [0.838, 2.216, -1.609], [-3.221, 5.527, 0.460], [-2.475, 6.696, 1.032], [-4.018, 5.957, -0.777], [-4.193, 4.969, 1.446], [2.325, 0.937, 1.302], [3.165, 1.125, 0.177], [4.441, 1.630, 0.449], [-0.083, 0.179, 4.756], [-0.578, 1.471, 5.401], [0.798, -0.514, 5.733], [-1.310, -0.752, 4.516], [1.690, -2.109, -0.477], [1.301, -0.832, -0.686], [2.168, -6.299, 0.659], [0.726, -6.801, 0.875], [2.824, -6.542, 2.008], [2.860, -7.063, -0.428], [-0.248, -0.873, -5.316], [0.786, 0.605, -5.139], [-0.938, 0.742, -4.941], [0.894, -2.265, -3.161], [-0.135, -3.722, -2.933], [0.765, -5.272, -1.340], [3.240, -4.035, 1.845], [4.134, -1.024, 0.843], [3.720, -1.945, 2.308], [1.493, -1.565, 3.362], [-0.102, 2.475, 3.116], [2.023, 3.359, 0.131], [1.420, 4.103, 1.561], [-0.723, 4.834, 1.574], [-3.480, 3.611, -1.523], [-1.047, 1.895, -3.420], [-2.834, 2.066, -3.084], [-3.796, 0.482, -1.329], [-1.978, -3.247, -0.842], [-2.693, -1.999, 1.588], [-4.368, -2.269, 1.941], [-3.724, -0.607, 1.617], [-3.803, -4.111, -0.038], [-4.934, -3.619, -1.316], [-5.277, -3.521, 0.503], [-5.232, -0.056, -0.047], [-6.202, -1.452, 0.216], [-5.693, -1.086, -1.448], [-1.769, 7.029, 0.279], [-1.998, 6.466, 1.997], [-3.152, 7.520, 1.229], [-3.298, 6.270, -1.581], [-4.637, 6.867, -0.592], [-4.742, 5.164, -1.173], [-3.605, 4.698, 2.357], [-4.712, 4.092, 1.133], [-4.965, 5.670, 1.654], [4.434, 2.717, 0.541], [5.073, 1.351, -0.386], [4.842, 1.199, 1.347], [0.190, 2.198, 5.460], [-1.030, 1.216, 6.389], [-1.350, 1.880, 4.671], [1.687, 0.038, 6.006], [0.942, -1.568, 5.389], [0.263, -0.509, 6.676], [-2.082, -0.400, 3.848], [-1.770, -1.044, 5.480], [-0.991, -1.729, 4.095], [0.271, -6.157, 1.654], [0.774, -7.836, 1.226], [0.054, -6.746, -0.014], [2.130, -6.073, 2.750], [3.873, -6.258, 2.197], [2.818, -7.644, 2.150], [2.401, -6.799, -1.460], [2.643, -8.157, -0.256], [3.938, -7.016, -0.576], [5.324, -3.841, -0.718], [4.369, -4.017, -0.529], [5.338, -3.003, -1.231], [0.749, 3.310, -4.174], [0.840, 2.761, -3.379], [0.141, 4.023, -3.948], [3.952, -0.752, -2.878], [3.068, 4.806, -3.759], [3.867, 2.880, -3.457], [3.591, 2.200, -5.384], [2.258, 4.959, -3.041], [2.733, 4.856, -4.775], [3.876, 5.564, -3.707], [2.552, 2.170, -5.666], [4.088, 1.271, -5.520], [4.139, 2.923, -6.020]], "forces_ev_per_a": [[0.2, -1.0, 0.5], [1.2, -2.7, 1.4], [0.0, 1.0, -0.9], [0.3, -0.9, -0.1], [-0.6, 0.2, 0.6], [0.5, 0.0, -0.1], [0.6, -0.9, 0.2], [-0.1, 1.3, -0.1], [-0.3, 1.8, 1.3], [-0.8, 0.5, -1.2], [0.4, -1.7, 0.1], [0.5, 1.3, -0.3], [0.6, -0.4, 0.9], [0.7, -0.4, -0.2], [-0.1, 0.1, -0.4], [0.1, 0.5, -0.3], [-0.4, 0.7, -0.8], [-0.5, -0.1, 0.7], [-0.5, 0.5, -0.3], [1.2, -0.5, 1.7], [0.4, -0.6, -0.6], [-0.3, 0.5, 0.1], [-0.8, 0.4, -0.8], [-0.7, -1.2, 0.1], [-2.0, 2.2, 0.7], [1.0, -1.6, 0.7], [-0.1, 0.8, -0.2], [0.1, 1.0, -0.1], [-0.9, 0.8, 0.3], [-0.1, -0.5, -1.2], [-0.5, 0.1, 0.3], [0.8, 0.0, -0.4], [-0.3, 0.5, 0.6], [0.1, -0.5, -0.5], [-0.5, -1.0, -1.4], [0.0, 0.4, 0.3], [-0.5, 0.6, -1.3], [0.9, -0.5, 1.7], [0.1, 0.0, -0.3], [-1.3, -0.1, 0.0], [0.6, 0.5, -0.3], [-1.4, 0.3, -0.4], [-2.2, -0.6, -1.1], [0.0, -1.2, 0.7], [0.6, -1.2, 0.4], [-0.8, 0.1, 0.0], [0.4, -0.3, -0.4], [0.3, 0.4, -0.2], [-0.6, 0.3, -0.3], [-0.3, -0.4, 1.0], [-1.1, -2.3, -2.4], [0.1, 0.9, 0.0], [0.7, 0.4, -0.7], [-1.2, 0.8, 0.0], [0.0, -0.6, 0.0], [0.4, -0.1, 0.0], [-0.2, -0.2, -0.7], [0.4, -0.1, 0.3], [-1.0, -0.5, 0.5], [-0.5, 0.3, -0.4], [-0.2, 0.6, -0.1], [0.7, -0.7, -0.2], [0.7, -0.3, -0.2], [0.1, 0.1, 0.4], [-0.5, -0.2, -1.0], [0.9, -0.5, 0.3], [-0.1, 0.6, -0.3], [1.0, -0.1, 0.1], [0.1, 0.5, -0.4], [0.4, -0.8, -0.2], [0.5, -0.3, -0.1], [-0.2, 0.3, 0.5], [-0.2, 0.1, 0.0], [0.8, -0.3, -0.1], [0.1, 0.2, 0.7], [-0.3, -0.1, -0.7], [-0.1, 0.2, -0.2], [-0.5, -0.4, 0.3], [0.1, 0.0, 0.5], [0.5, 0.2, 0.2], [0.1, 0.0, -0.5], [-0.3, 0.2, 0.0], [-0.7, -0.5, 0.4], [0.3, -0.6, 0.2], [1.2, 1.0, 0.6], [-0.8, 0.2, -0.3], [-0.1, -0.9, -0.6], [-0.5, 0.9, 0.6], [-0.1, 0.1, 0.1], [0.2, 0.0, -0.2], [0.2, -0.2, 0.5], [0.8, 0.7, 0.4], [0.2, 0.5, -0.8], [0.5, -0.2, 1.3], [0.6, -0.1, -0.6], [0.5, 0.8, 0.7], [-0.3, -0.6, 0.3], [-0.1, 0.6, -0.1], [0.1, 0.4, -0.3], [0.1, 0.5, 0.0], [0.1, -0.5, -0.3], [-0.2, 0.1, 0.0], [0.7, -0.1, 0.5], [1.0, -0.4, -0.1], [-0.5, 0.4, -0.5], [-0.1, 0.6, 0.2], [0.7, -0.5, 1.6], [0.2, 0.8, -0.3], [0.0, 0.6, 0.5], [-0.7, 0.5, -0.3], [1.0, 0.4, -0.3], [-0.2, -0.8, 0.5], [-0.3, -0.1, -0.7], [-0.3, 0.4, 0.4], [0.0, -0.2, 0.1], [-0.1, 0.2, -0.1], [0.8, 0.9, 0.3], [0.3, -0.4, 1.4], [0.5, 1.1, -1.3], [0.3, 0.2, -0.3], [-0.6, -0.2, -0.4], [-0.5, -0.5, 0.5], [-0.3, 0.0, 0.0], [0.2, -0.9, 0.1], [-0.5, -0.3, 0.2]], "lowdin_charge": [0.46, 0.03, -0.22, -0.23, -0.13, -0.07, -0.10, 0.01, -0.21, 0.00, -0.14, -0.06, -0.12, 0.04, -0.16, 0.04, -0.08, -0.06, -0.13, 0.01, -0.18, 0.03, -0.12, -0.06, -0.10, 0.05, -0.15, 0.05, -0.52, -0.02, -0.07, -0.07, -0.26, -0.21, -0.61, -0.06, -0.07, -0.05, -0.19, -0.24, -0.07, -0.59, -0.06, -0.07, -0.04, -0.28, -0.17, -0.60, -0.05, -0.07, -0.06, 0.12, 0.07, 0.07, 0.12, 0.13, 0.10, 0.10, 0.14, 0.13, 0.13, 0.12, 0.10, 0.12, 0.12, 0.11, 0.06, 0.14, 0.10, 0.12, 0.07, 0.07, 0.08, 0.06, 0.10, 0.08, 0.07, 0.07, 0.10, 0.09, 0.09, 0.08, 0.10, 0.09, 0.10, 0.11, 0.08, 0.08, 0.10, 0.08, 0.10, 0.07, 0.10, 0.10, 0.10, 0.10, 0.08, 0.07, 0.09, 0.09, 0.10, 0.08, 0.09, 0.10, 0.09, 0.09, 0.11, 0.09, 0.08, -0.09, 0.02, 0.01, -0.11, -0.03, 0.07, 0.19, -0.43, 1.27, -0.46, 0.00, 0.00, 0.01, -0.01, -0.02, 0.02]}

[2]
{"formula": "C16H31ClFNO2PS2", "method": "ωB97M-V with the def2-TZVPD basis set", "charge": 1, "max_force_ev_per_a": 1.95, "lumo_ha": -0.1230, "homo_energy_ev": -11.277, "orbital_gap_ha": 0.291, "symbols": ["C", "O", "C", "C", "C", "C", "P", "F", "C", "C", "C", "S", "C", "S", "N", "C", "C", "O", "C", "C", "C", "C", "C", "Cl", "H", "H", "H", "H", "H", "H", "H", "H", "H", "H", "H", "H", "H", "H", "H", "H", "H", "H", "H", "H", "H", "H", "H", "H", "H", "H", "H", "H", "H", "H", "H"], "coordinates": [[1.212, -3.436, 0.010], [1.096, -3.644, -1.402], [0.115, -2.806, -1.987], [0.736, -1.425, -2.260], [-0.219, -0.354, -2.845], [-1.724, -0.472, -2.456], [-2.149, 0.282, -0.830], [-0.897, 0.605, 0.026], [-3.234, -0.757, 0.191], [-2.469, -1.681, 1.187], [-1.947, -0.893, 2.434], [-0.216, -1.396, 2.778], [0.790, 0.106, 2.625], [0.286, 1.412, 3.464], [1.967, 0.051, 1.829], [3.132, 0.107, 2.744], [4.442, 0.426, 2.035], [4.305, 1.726, 1.453], [3.421, 1.547, 0.374], [1.999, 1.103, 0.789], [-3.032, 1.867, -1.154], [-2.347, 3.102, -0.524], [-0.929, 3.389, -1.100], [-3.370, 4.517, -1.015], [0.785, -4.265, 0.588], [2.263, -3.250, 0.258], [0.664, -2.521, 0.267], [-0.790, -2.766, -1.357], [-0.159, -3.310, -2.925], [1.278, -1.097, -1.364], [1.513, -1.591, -3.018], [0.121, 0.619, -2.454], [-0.135, -0.257, -3.931], [-2.277, 0.155, -3.170], [-2.147, -1.477, -2.546], [-3.862, -0.100, 0.812], [-3.937, -1.322, -0.435], [-3.184, -2.445, 1.512], [-1.620, -2.192, 0.723], [-2.524, -1.169, 3.321], [-2.023, 0.193, 2.314], [3.015, 0.814, 3.579], [3.244, -0.889, 3.202], [5.312, 0.352, 2.690], [4.581, -0.281, 1.199], [3.831, 0.884, -0.407], [3.315, 2.532, -0.101], [1.548, 0.680, -0.122], [1.425, 2.006, 1.039], [-3.083, 2.010, -2.241], [-4.066, 1.827, -0.788], [-2.327, 3.056, 0.567], [-0.433, 2.480, -1.456], [-0.329, 3.774, -0.265], [-0.966, 4.173, -1.856]], "forces_ev_per_a": [[0.0, 0.6, -0.4], [-0.4, 0.0, 0.4], [0.6, -0.3, -0.3], [-0.2, -0.4, -0.7], [0.2, 0.4, 1.0], [0.3, 0.5, 0.0], [-1.8, -0.2, -0.7], [0.0, -0.2, -0.2], [0.3, -0.1, 0.8], [-0.1, 0.4, 0.2], [0.0, -0.3, 0.0], [0.7, 0.1, -0.6], [-1.4, 0.5, 0.4], [0.2, -0.1, -0.5], [0.3, 0.3, 0.5], [1.1, -0.9, 0.8], [-0.8, -0.1, -0.7], [0.2, -0.8, -0.1], [-0.5, 0.8, -0.4], [0.2, 0.1, -0.7], [0.5, 0.3, 0.2], [0.4, 0.4, -1.2], [-0.2, 0.0, 1.1], [-0.1, -0.4, 0.5], [0.2, 0.0, -0.2], [-0.2, -0.3, 0.1], [0.2, -0.2, 0.3], [0.2, 0.1, 0.0], [-0.1, 0.3, 0.1], [-0.4, 0.1, -0.1], [-0.1, 0.0, 0.3], [0.0, -0.1, -0.3], [-0.2, -0.3, 0.2], [0.0, -0.1, 0.3], [0.2, 0.1, 0.3], [0.2, 0.1, -0.3], [0.4, 0.2, -0.2], [0.2, 0.1, -0.1], [-0.2, 0.0, -0.1], [0.0, 0.2, -0.2], [0.2, -0.2, 0.1], [-0.2, 0.1, -0.4], [-0.2, 0.2, -0.1], [-0.3, 0.3, 0.1], [0.2, -0.1, 0.3], [0.1, -0.1, 0.4], [0.0, -0.2, 0.1], [0.0, 0.1, 0.2], [0.1, -0.3, 0.4], [0.1, 0.0, 0.2], [0.2, -0.4, 0.0], [-0.2, 0.0, -0.2], [-0.1, 0.3, -0.1], [0.1, 0.0, -0.3], [0.0, -0.4, -0.1]], "lowdin_charge": [-0.09, -0.18, -0.24, -0.15, -0.19, -0.22, 0.99, -0.10, -0.23, -0.27, -0.46, 0.89, -1.06, 0.75, -0.18, -0.17, -0.17, -0.11, -0.20, -0.17, -0.28, -0.72, -0.12, 0.64, 0.10, 0.10, 0.02, 0.10, 0.14, 0.09, 0.13, 0.08, 0.12, 0.10, 0.10, 0.11, 0.11, 0.12, 0.06, 0.08, 0.04, 0.11, 0.13, 0.14, 0.13, 0.12, 0.13, 0.09, 0.09, 0.10, 0.10, 0.10, 0.04, 0.09, 0.07]}

[3]
{"formula": "C4H3NO3", "method": "ωB97M-V with the def2-TZVPD basis set", "charge": 0, "max_force_ev_per_a": 7.00, "e_above_lowest_ev": 4.1216, "lumo_ha": -0.0347, "homo_energy_ev": -10.817, "orbital_gap_ha": 0.363, "symbols": ["C", "C", "C", "C", "H", "H", "H", "N", "O", "O", "O"], "coordinates": [[-0.442, 1.866, -0.805], [-0.411, 0.509, -0.203], [0.279, -1.621, -0.494], [0.956, -1.716, 0.864], [-0.299, 1.987, -2.165], [-0.700, -2.190, -0.538], [0.885, -2.175, -1.118], [1.874, -1.864, 1.624], [-1.015, 2.727, -0.022], [-1.282, 0.145, 0.512], [0.385, -0.222, -0.955]], "forces_ev_per_a": [[-3.8, 5.7, 1.2], [-1.1, 1.0, -2.2], [-0.5, 0.2, 1.8], [4.2, -0.9, 1.9], [-0.1, -0.1, 4.3], [0.6, 1.7, 0.3], [1.6, -0.9, -1.5], [-4.7, 0.8, -3.1], [3.4, -3.4, -4.8], [0.2, -0.7, 1.3], [0.1, -3.4, 0.9]], "lowdin_charge": [-0.07, -0.56, -0.10, -0.13, 0.23, 0.16, 0.10, 0.15, 0.03, 0.18, 0.03]}